# 1
DFT (ωB97M-V/def2-TZVPD) results for a 8-piece molecular cluster, C28H50O15S overall in a non-equilibrium geometry.

As for the total charge: 0. The energy above the lowest of the compared OMol25 structures with the same formula, charge and spin comes out at 0.0 kcal per mole. As for the structure (SMILES): C[C@H]1COC(=O)O1.C[C@H]1COC(=O)O1.C[C@H]1COC(=O)O1.O=S1(=O)CCCC1.CC(C)=O.CC(C)=O.CC(C)=O.CC(C)=O. The calculation puts the total energy at -2623.7041 a.u.

Each line ends with the Löwdin charge.
Atoms and positions in Å:
C  3.19741  1.89685  -1.47574  -0.02
C  4.50410  1.21127  -1.17931  -0.29
C  5.16894  0.57372  -2.41418  -0.08
O  6.44216  1.21599  -2.52709  0.06
C  6.56868  2.15925  -1.55590  -0.57
O  7.50860  2.85980  -1.43459  0.17
O  5.43380  2.25998  -0.84077  0.08
H  2.84766  2.37529  -0.55891  0.08
H  2.44673  1.21194  -1.86797  0.08
H  3.39277  2.69224  -2.19485  0.08
H  4.42008  0.44344  -0.41408  0.12
H  4.61470  0.76842  -3.33336  0.13
H  5.31020  -0.49361  -2.26373  0.12
C  -3.25778  1.88565  -0.82580  -0.02
C  -2.18910  1.88725  -1.89119  -0.31
C  -0.80358  1.38297  -1.44058  -0.07
O  -0.65861  0.11690  -2.10650  0.04
C  -1.70149  -0.07061  -2.96600  -0.56
O  -1.77660  -0.99916  -3.68649  0.18
O  -2.55285  0.97816  -2.93464  0.09
H  -4.19549  2.22872  -1.26663  0.09
H  -2.98615  2.53664  0.00470  0.09
H  -3.44609  0.88431  -0.42054  0.08
H  -2.12531  2.92549  -2.22366  0.15
H  -0.76602  1.26567  -0.36605  0.12
H  0.01177  2.04070  -1.73431  0.10
C  2.65335  -2.04760  3.91289  -0.01
C  2.67864  -0.64222  3.37960  -0.31
C  2.85106  -0.46778  1.84181  -0.08
O  1.84802  0.49242  1.52209  0.05
C  1.03132  0.73939  2.58149  -0.56
O  0.10705  1.47447  2.54706  0.17
O  1.43445  0.01189  3.65632  0.08
H  2.96921  -2.09019  4.94969  0.09
H  3.33222  -2.69396  3.34711  0.09
H  1.66022  -2.46642  3.74501  0.08
H  3.46705  -0.06709  3.87143  0.15
H  2.76333  -1.42645  1.32931  0.11
H  3.81205  -0.00543  1.63994  0.12
C  -4.32077  3.41587  4.37972  -0.03
C  -2.80805  3.53042  4.37720  -0.48
O  -2.17109  3.49594  3.34290  0.06
C  -2.14069  3.78250  5.72127  -0.03
H  -4.71906  3.53120  5.39168  0.07
H  -4.73113  2.49779  3.96405  0.08
H  -4.75253  4.24523  3.81178  0.09
H  -2.31736  4.80805  6.04747  0.09
H  -1.06861  3.61143  5.65823  0.08
H  -2.54541  3.07742  6.45268  0.08
C  2.07443  6.44997  -0.29912  -0.02
C  1.39511  5.16575  -0.69684  -0.49
O  1.15973  4.30108  0.11815  0.06
C  1.18565  4.90746  -2.18327  -0.01
H  2.26613  7.13629  -1.12421  0.07
H  3.09353  6.18531  0.01644  0.10
H  1.58176  6.94594  0.53155  0.09
H  2.13554  4.49784  -2.52634  0.08
H  1.07394  5.88563  -2.65361  0.08
H  0.32833  4.26767  -2.34968  0.06
C  1.63728  -2.24001  -1.52021  -0.01
C  2.88380  -2.98325  -1.12669  -0.51
O  3.94571  -2.44556  -0.95907  0.06
C  2.72616  -4.46597  -0.90782  -0.01
H  0.84357  -2.34873  -0.78494  0.05
H  1.22984  -2.73072  -2.40891  0.10
H  1.89507  -1.20420  -1.72397  0.07
H  3.71137  -4.89679  -0.74263  0.08
H  2.25662  -4.91220  -1.78430  0.09
H  2.09009  -4.65745  -0.04320  0.08
C  -4.15224  -5.74449  -4.32545  -0.03
C  -4.11383  -4.28298  -4.68630  -0.51
O  -3.70491  -3.93470  -5.77258  0.07
C  -4.48405  -3.27791  -3.63610  -0.02
H  -5.08574  -5.91914  -3.77428  0.08
H  -3.31786  -6.00835  -3.67411  0.09
H  -4.10580  -6.35530  -5.21738  0.08
H  -4.24820  -2.27971  -3.98378  0.07
H  -4.02835  -3.55713  -2.69046  0.07
H  -5.57741  -3.33444  -3.53266  0.09
C  -3.15363  -2.23068  1.84258  -0.22
C  -1.77928  -1.53482  1.83082  -0.20
C  -0.80378  -2.68859  1.86051  -0.22
S  -1.53024  -3.96074  0.78883  0.65
O  -1.61603  -5.20343  1.49410  -0.31
O  -0.88948  -3.94234  -0.50208  -0.33
C  -3.14163  -3.19187  0.68004  -0.23
H  -4.00449  -1.55322  1.77773  0.12
H  -3.21619  -2.75940  2.79853  0.12
H  -1.75649  -0.95595  2.75361  0.12
H  -1.66533  -0.87295  0.97490  0.11
H  -0.82026  -3.18940  2.82996  0.11
H  0.21667  -2.52416  1.52837  0.09
H  -3.88343  -3.96861  0.51087  0.11
H  -3.09352  -2.63190  -0.25955  0.10

Forces on atoms 1 to 6 (eV/Å):
0.0 0.2 0.4
0.2 0.2 -1.2
0.0 0.0 0.0
0.0 0.0 0.5
-0.7 -0.3 -0.9
0.8 0.4 0.3

***

# 2
DFT (ωB97M-V/def2-TZVPD) results for C39H28Br2CuN2OP2Te as an isolated structure.

As for the total charge: -1. The calculation puts the total energy at -9427.0338 a.u.

Each line ends with the natural charge from an NBO analysis.
Atoms and positions in Å:
Cu  0.95845  1.43125  -1.19478  0.75
Br  1.81759  6.49843  -1.01843  0.03
C  3.07980  5.09100  -1.06574  -0.24
C  4.43908  5.40241  -0.93545  -0.21
C  5.39627  4.42952  -0.95129  -0.17
Br  7.22313  4.92276  -0.77066  0.01
C  5.02804  3.06889  -1.09450  -0.03
C  5.92910  1.97919  -1.10435  -0.17
C  5.45691  0.70390  -1.21870  -0.26
C  4.06748  0.50251  -1.31862  0.05
N  3.21272  1.49148  -1.32987  -0.47
C  3.65733  2.76681  -1.22597  0.05
C  2.60987  3.78685  -1.23778  0.44
O  1.39559  3.45856  -1.38458  -0.80
H  4.72522  6.43941  -0.82106  0.23
H  6.98991  2.17179  -1.01335  0.22
H  6.12657  -0.14522  -1.22574  0.22
H  3.64461  -0.49656  -1.37943  0.20
Te  -1.79852  -1.53458  -2.33304  0.52
C  -3.24799  -2.87423  -1.59099  -0.20
C  -4.52549  -2.94437  -2.12781  -0.30
C  -5.43748  -3.83958  -1.58312  0.03
N  -5.17173  -4.64303  -0.55756  -0.44
C  -3.94200  -4.55917  -0.04470  0.02
C  -2.95760  -3.70829  -0.51697  -0.28
C  -1.12187  -0.87343  -0.44916  -1.32
P  -1.27787  0.95117  -0.51348  0.74
C  -3.04981  1.28803  -0.82860  -0.34
C  -3.41702  2.38816  -1.59264  -0.14
C  -4.75648  2.66327  -1.83680  -0.24
C  -5.73984  1.82724  -1.32863  -0.22
C  -5.37859  0.71692  -0.57410  -0.21
C  -4.04261  0.45135  -0.32240  -0.21
C  -1.17276  1.57791  1.21527  -0.25
C  -1.74705  0.91057  2.29327  -0.23
C  -1.64599  1.42383  3.57491  -0.22
C  -0.97480  2.62314  3.79189  -0.21
C  -0.40217  3.29524  2.72279  -0.22
C  -0.49587  2.77256  1.43762  -0.23
P  0.70015  -0.95969  -0.40423  0.76
C  1.20772  -2.66218  -0.89680  -0.34
C  1.55098  -2.84339  -2.23668  -0.19
C  1.94437  -4.08002  -2.72137  -0.22
C  2.01182  -5.17061  -1.86556  -0.22
C  1.68702  -5.00560  -0.52697  -0.22
C  1.29065  -3.76367  -0.04913  -0.15
C  1.00779  -0.95495  1.41455  -0.36
C  2.05937  -0.20963  1.93115  -0.14
C  2.28233  -0.14981  3.30197  -0.23
C  1.45566  -0.84606  4.16976  -0.21
C  0.39079  -1.58524  3.66419  -0.21
C  0.16305  -1.62446  2.29916  -0.21
H  -4.82638  -2.29924  -2.94400  0.22
H  -6.44178  -3.90104  -1.99033  0.18
H  -3.73199  -5.21562  0.79378  0.18
H  -1.98313  -3.68343  -0.04494  0.23
H  -2.64625  3.03025  -2.00358  0.21
H  -5.02891  3.52486  -2.43282  0.20
H  -6.78421  2.03539  -1.52318  0.20
H  -6.13961  0.05077  -0.18683  0.21
H  -3.75597  -0.43219  0.23755  0.23
H  -2.24679  -0.03681  2.12334  0.22
H  -2.08293  0.88657  4.40776  0.20
H  -0.89303  3.02361  4.79445  0.20
H  0.13340  4.22296  2.88095  0.21
H  -0.02566  3.29223  0.60785  0.24
H  1.49854  -1.99769  -2.91580  0.22
H  2.19622  -4.19098  -3.76801  0.21
H  2.31757  -6.13955  -2.23786  0.20
H  1.74495  -5.84449  0.15439  0.20
H  1.05922  -3.66041  1.00257  0.21
H  2.69752  0.35580  1.25765  0.21
H  3.09448  0.45300  3.68752  0.21
H  1.62484  -0.79734  5.23782  0.20
H  -0.27688  -2.10744  4.33867  0.20
H  -0.70907  -2.12955  1.89758  0.23

Forces on atoms 1 to 6 (eV/Å):
0.0 -0.1 0.0
0.0 0.0 0.0
0.2 0.1 0.0
-0.1 0.1 0.0
0.0 -0.1 0.0
0.1 0.0 0.0

***

# 3
DFT (ωB97M-V/def2-TZVPD) results for a 2-piece molecular cluster, C5H6N2O overall in a non-equilibrium geometry.

As for the total charge: 0. The energy above the lowest of the compared OMol25 structures with the same formula, charge and spin comes out at 39.3 kcal per mole. As for the structure (SMILES): C=CC#N.CN=C=O. The calculation puts the total energy at -378.8084 a.u.

Each line ends with the natural charge from an NBO analysis.
Atoms and positions in Å:
C  1.39016  0.31947  -0.97039  0.24
C  -1.48579  -0.89718  -1.08470  0.86
C  2.81585  -0.33682  0.82558  -0.27
C  1.66036  -0.39601  0.15068  -0.34
C  -2.35388  0.72939  0.49378  -0.42
N  1.16383  0.98349  -1.88881  -0.29
N  -1.79241  -0.47750  -0.01520  -0.56
O  -1.23244  -1.55310  -2.01968  -0.51
H  2.74276  -0.82908  1.72292  0.19
H  3.79865  0.07095  0.56511  0.22
H  0.79853  -0.91934  0.56588  0.25
H  -3.29317  0.55977  1.14904  0.22
H  -1.57382  1.34062  0.85093  0.21
H  -2.63861  1.40535  -0.34517  0.20

Forces on atoms 1 to 6 (eV/Å):
-0.4 2.1 -3.5
-0.3 -1.6 -0.9
-0.3 0.2 -1.5
0.9 -0.9 2.5
-2.2 0.8 -1.1
0.0 -0.4 0.5

***

The evaluated Kohn-Sham gap for the records listed, in turn: 9.516; 6.704; 10.657 eV.